Density functional theory data (wB97M-V/def2-TZVPD) for a molecular structure, C22H23ClN2PSSm in a non-equilibrium geometry.

M, g mol⁻¹: 564.29
LUMO level (spin up / spin down), eV: -8.05 / -6.91
Largest force on an atom, eV Å⁻¹: 4.0
Expectation value of S²: 8.82

```
! wB97M-V def2-TZVPD RIJCOSX def2/J DEFGRID3
* xyz 2 6
Sm -1.365 -0.570 0.974
Cl 0.417 -2.438 0.948
P 0.692 0.685 -0.553
C 0.737 2.091 0.589
C -0.002 3.257 0.308
C 0.084 4.344 1.174
C 0.913 4.246 2.299
C 1.600 3.072 2.623
C 1.499 1.980 1.772
C 2.335 0.420 -1.220
C 2.580 -0.770 -1.969
C 3.827 -0.979 -2.560
C 4.854 -0.038 -2.389
C 4.635 1.121 -1.649
C 3.384 1.361 -1.069
C -0.492 0.927 -1.931
C -1.698 0.181 -1.973
C -2.455 0.162 -3.145
C -2.077 0.967 -4.225
C -0.953 1.806 -4.142
C -0.149 1.772 -2.998
H 1.769 -1.507 -2.101
H 3.991 -1.889 -3.144
H 5.828 -0.238 -2.827
H 5.442 1.842 -1.511
H 3.209 2.291 -0.516
H -0.626 3.289 -0.592
H -0.500 5.248 0.966
H 0.984 5.098 2.960
H 2.205 3.003 3.529
H 2.001 1.038 1.999
H -2.153 -0.356 -1.094
H -3.336 -0.487 -3.211
H -2.665 0.941 -5.141
H -0.685 2.476 -4.965
H 0.751 2.384 -2.912
H -2.273 1.410 0.896
H -2.586 1.071 0.231
C -2.076 -3.273 4.611
N -2.322 -3.725 3.243
C -2.071 -5.005 2.758
C -2.169 -4.967 1.405
N -2.470 -3.663 1.073
C -2.614 -2.887 2.198
S -3.567 -1.414 2.162
H -1.122 -2.711 4.683
H -2.897 -2.584 4.867
H -2.063 -4.130 5.295
H -1.802 -5.795 3.432
H -2.106 -5.784 0.704
H -2.442 -3.276 0.139
*
```

---

Density functional theory data (wB97M-V/def2-TZVPD) for 2 unconnected molecules or ions with the total composition C14H24N4O8 in a non-equilibrium geometry.

M, g mol⁻¹: 376.37
LUMO level, eV: 0.19
Largest force on an atom, eV Å⁻¹: 2.2

```
! wB97M-V def2-TZVPD RIJCOSX def2/J DEFGRID3
* xyz 0 1
C 2.776 -2.610 4.235
C 2.149 -1.420 3.535
O 2.459 -1.143 2.388
N 1.236 -0.647 4.217
C 0.710 0.645 3.747
C -0.810 0.461 3.565
C -1.526 1.629 2.843
C -1.412 1.639 1.317
O -1.137 0.618 0.711
O -1.670 2.812 0.703
C 1.036 1.751 4.778
O 1.193 1.428 5.947
O 1.127 3.031 4.353
H 3.371 -2.270 5.086
H 1.995 -3.286 4.591
H 3.425 -3.156 3.545
H 1.149 -0.833 5.214
H 1.162 0.930 2.791
H -0.997 -0.470 3.018
H -1.259 0.340 4.557
H -2.592 1.572 3.077
H -1.168 2.588 3.222
H -1.606 2.629 -0.246
H 1.354 3.545 5.144
C -2.992 1.856 -3.667
N -1.781 1.191 -3.189
C -1.645 -0.136 -3.076
O -2.547 -0.893 -3.421
C -0.326 -0.683 -2.467
C 0.953 -0.366 -3.270
C 1.347 1.093 -3.166
N 2.188 1.451 -2.227
O 0.863 1.943 -3.890
N -0.356 -2.110 -2.103
C -0.491 -3.204 -2.857
C -0.432 -3.150 -4.373
O -0.605 -4.292 -2.312
H -3.144 1.623 -4.722
H -3.858 1.501 -3.104
H -2.901 2.937 -3.549
H -0.952 1.759 -3.068
H -0.224 -0.155 -1.519
H 0.796 -0.598 -4.323
H 1.780 -0.974 -2.903
H 2.579 0.768 -1.602
H 2.447 2.421 -2.202
H -0.404 -2.309 -1.116
H 0.578 -2.907 -4.691
H -1.138 -2.420 -4.758
H -0.701 -4.130 -4.763
*
```

---

Density functional theory data (wB97M-V/def2-TZVPD) for a molecular structure, C32H48BMnN5P2S2.

M, g mol⁻¹: 694.60
LUMO level (spin up / spin down), eV: -4.14 / -2.61
Largest force on an atom, eV Å⁻¹: 0.7
Energy relative to the best compared isomer or geometry (same formula, charge and spin), kcal/mol: 0.00
Expectation value of S²: 6.16

```
! wB97M-V def2-TZVPD RIJCOSX def2/J DEFGRID3
* xyz 1 5
Mn 0.027 -0.136 0.043
C -0.930 0.435 -4.089
C -2.041 -0.327 -3.370
C -3.271 0.563 -3.206
P -1.407 -1.145 -1.839
C -2.618 -2.441 -1.316
C -1.916 -3.326 -0.286
C -3.906 -1.868 -0.736
C -0.075 -2.167 -2.507
C -0.282 -3.233 -3.377
C 0.773 -4.037 -3.771
C 2.042 -3.773 -3.265
C 2.265 -2.707 -2.414
C 1.210 -1.857 -2.047
N 1.389 -0.730 -1.232
C 2.687 -0.185 -1.172
C 3.435 0.095 -2.317
C 4.739 0.540 -2.199
C 5.328 0.713 -0.947
C 4.579 0.480 0.193
C 3.256 0.061 0.081
P 2.091 -0.172 1.439
C 2.455 -1.866 2.127
C 2.925 -1.944 3.576
C 1.270 -2.799 1.875
C 2.568 1.156 2.632
C 1.853 1.187 3.980
C 2.437 2.511 1.941
H -1.300 0.743 -5.068
H -0.044 -0.182 -4.247
H -0.641 1.331 -3.540
H -2.283 -1.198 -3.995
H -2.990 1.501 -2.725
H -4.068 0.110 -2.626
H -3.677 0.797 -4.191
H -2.858 -3.038 -2.201
H -1.464 -2.718 0.508
H -1.132 -3.937 -0.730
H -2.641 -3.989 0.190
H -3.688 -1.136 0.038
H -4.497 -2.672 -0.290
H -4.532 -1.386 -1.480
H -1.280 -3.446 -3.744
H 0.610 -4.865 -4.447
H 2.873 -4.411 -3.536
H 3.264 -2.525 -2.040
H 2.991 -0.056 -3.293
H 5.309 0.754 -3.094
H 6.356 1.040 -0.867
H 5.027 0.635 1.167
H 3.279 -2.189 1.482
H 2.099 -1.796 4.269
H 3.712 -1.227 3.810
H 3.326 -2.943 3.758
H 0.396 -2.484 2.450
H 1.529 -3.816 2.175
H 1.001 -2.826 0.815
H 3.631 0.950 2.805
H 0.811 1.485 3.867
H 2.346 1.935 4.602
H 1.886 0.243 4.513
H 1.412 2.665 1.605
H 3.106 2.593 1.086
H 2.681 3.303 2.650
C 1.483 4.460 -0.726
N 0.327 4.327 0.143
C -0.036 5.207 1.136
C -1.208 4.757 1.639
N -1.566 3.612 0.957
B -3.040 3.107 1.033
N -3.329 1.592 1.422
C -4.662 1.248 1.461
C -4.771 0.011 1.998
N -3.493 -0.417 2.258
C -3.155 -1.681 2.889
C -2.632 0.563 1.899
S -0.911 0.443 2.136
C -0.593 3.344 0.073
S -0.472 2.030 -1.035
H 1.905 5.450 -0.579
H 1.175 4.344 -1.762
H 2.229 3.699 -0.496
H 0.542 6.085 1.360
H -1.850 5.180 2.388
H -3.564 3.293 -0.036
H -3.557 3.745 1.912
H -5.420 1.930 1.122
H -5.630 -0.603 2.201
H -3.750 -2.475 2.440
H -3.355 -1.634 3.959
H -2.098 -1.884 2.732
*
```

---

Density functional theory data (wB97M-V/def2-TZVPD) for a molecular structure, C22H36F5N2O6PRhS2Te in a non-equilibrium geometry.

M, g mol⁻¹: 845.14
LUMO level, eV: -4.30
Largest force on an atom, eV Å⁻¹: 1.4
Energy relative to the best compared isomer or geometry (same formula, charge and spin), kcal/mol: 10.23

```
! wB97M-V def2-TZVPD RIJCOSX def2/J DEFGRID3
* xyz 1 1
Rh 1.041 -0.292 0.451
O 1.122 6.101 -1.979
C 1.780 5.061 -2.664
C 1.389 3.746 -2.057
C 1.724 2.550 -2.674
C 1.488 1.357 -2.029
N 0.901 1.303 -0.824
C 0.495 2.458 -0.252
C 0.730 3.684 -0.837
C -0.143 2.331 1.067
C -0.963 3.305 1.608
C -1.513 3.108 2.866
C -2.380 4.167 3.503
O -2.941 5.060 2.568
C -1.220 1.923 3.531
C -0.416 0.986 2.914
N 0.100 1.182 1.705
H 1.537 6.941 -2.196
H 2.871 5.142 -2.578
H 1.528 5.055 -3.730
H 2.219 2.529 -3.635
H 1.784 0.422 -2.469
H 0.449 4.593 -0.329
H -1.175 4.213 1.063
H -1.752 4.770 4.164
H -3.141 3.693 4.129
H -3.709 4.653 2.156
H -1.609 1.724 4.520
H -0.158 0.056 3.402
C -3.160 -0.543 -3.206
C -1.673 -0.771 -3.344
C -1.196 -0.886 -4.773
O -1.350 -2.046 -2.689
P -0.635 -2.150 -1.297
S -1.265 -0.757 0.013
S 1.345 -1.812 -1.354
O -0.866 -3.630 -0.857
C -2.065 -4.469 -1.013
C -3.315 -3.708 -0.623
C -2.112 -5.054 -2.406
H -3.440 0.375 -3.723
H -3.448 -0.445 -2.158
H -3.715 -1.370 -3.651
H -1.120 0.014 -2.820
H -1.715 -1.697 -5.284
H -0.124 -1.079 -4.809
H -1.400 0.044 -5.303
H -1.871 -5.263 -0.292
H -3.524 -2.909 -1.337
H -3.228 -3.281 0.376
H -4.165 -4.390 -0.630
H -2.373 -4.300 -3.147
H -2.866 -5.841 -2.430
H -1.152 -5.494 -2.671
C -0.839 -2.664 2.668
C 0.651 -2.789 2.831
O 1.426 -2.158 1.780
C 2.815 -2.508 1.956
C 3.484 -1.874 3.159
H -1.312 -3.209 3.485
H -1.171 -3.093 1.726
H -1.176 -1.632 2.716
H 0.934 -3.845 2.813
H 0.965 -2.370 3.789
H 3.316 -2.234 1.031
H 2.875 -3.595 2.053
H 3.751 -0.010 3.726
H 4.563 -1.990 3.033
H 3.187 -2.352 4.095
F 4.924 -0.564 0.824
Te 3.599 0.825 0.726
F 4.214 2.358 -0.157
F 2.506 2.199 1.678
F 3.766 0.238 -1.162
F 4.793 1.412 2.080
O 3.123 -0.503 3.189
*
```

---

Density functional theory data (wB97M-V/def2-TZVPD) for a molecular structure, C25H33AuBN4O4P.

M, g mol⁻¹: 692.32
LUMO level, eV: -5.77
Largest force on an atom, eV Å⁻¹: 0.7
Energy relative to the best compared isomer or geometry (same formula, charge and spin), kcal/mol: 7.08

```
! wB97M-V def2-TZVPD RIJCOSX def2/J DEFGRID3
* xyz 2 1
Au -0.178 0.998 -0.876
C -1.577 4.944 1.467
O -0.211 4.836 0.989
C 0.109 3.790 0.283
O -0.710 2.892 -0.001
N 1.392 3.802 -0.110
N 1.881 2.767 -0.904
H -1.613 5.894 1.987
H -1.796 4.124 2.145
H -2.265 4.938 0.626
H 1.984 4.568 0.181
H 2.635 2.290 -0.419
H 2.225 3.141 -1.782
N -0.813 -0.915 -3.085
P 0.013 -1.115 -1.622
C 1.668 -1.628 -2.055
C 2.701 -0.697 -2.139
C 3.953 -1.092 -2.580
C 4.172 -2.415 -2.940
C 3.145 -3.345 -2.859
C 1.891 -2.960 -2.412
C -0.742 -2.437 -0.703
C 0.010 -3.099 0.269
C -0.574 -4.111 1.008
C -1.902 -4.459 0.784
C -2.649 -3.798 -0.180
C -2.072 -2.782 -0.927
C -1.455 0.253 -3.494
C -2.225 0.292 -4.651
C -2.827 1.483 -4.998
C -2.677 2.605 -4.186
C -1.908 2.489 -3.055
N -1.294 1.339 -2.722
H -0.708 -1.635 -3.787
H 2.523 0.334 -1.860
H 4.760 -0.373 -2.641
H 5.151 -2.724 -3.284
H 3.321 -4.376 -3.136
H 1.099 -3.695 -2.333
H 1.051 -2.840 0.431
H 0.007 -4.640 1.752
H -2.352 -5.257 1.360
H -3.679 -4.077 -0.354
H -2.656 -2.265 -1.679
H -2.347 -0.599 -5.252
H -3.428 1.538 -5.896
H -3.149 3.545 -4.428
H -1.761 3.317 -2.374
C 1.242 1.379 4.227
C 0.931 0.321 3.191
C 1.914 -0.832 3.279
O 1.122 0.922 1.849
B 0.142 0.402 1.084
O -0.795 -0.338 1.697
C -0.565 -0.133 3.147
C -1.544 0.947 3.572
C -0.855 -1.437 3.857
H 2.299 1.637 4.182
H 1.033 0.998 5.228
H 0.656 2.283 4.072
H 2.923 -0.456 3.119
H 1.701 -1.593 2.526
H 1.876 -1.301 4.262
H -1.366 1.874 3.023
H -1.464 1.151 4.639
H -2.558 0.611 3.361
H -0.270 -2.258 3.448
H -1.912 -1.680 3.755
H -0.632 -1.342 4.921
*
```

---

Density functional theory data (wB97M-V/def2-TZVPD) for C9H15NO in the gas phase in a non-equilibrium geometry.

M, g mol⁻¹: 153.23
LUMO level, eV: 0.74
Largest force on an atom, eV Å⁻¹: 4.7
Energy relative to the best compared isomer or geometry (same formula, charge and spin), kcal/mol: 62.53

```
! wB97M-V def2-TZVPD RIJCOSX def2/J DEFGRID3
* xyz 0 1
C -0.698 1.461 -2.228
C 0.360 0.684 -1.475
C 1.712 0.813 -1.722
C 2.352 0.036 -0.667
C 1.348 -0.310 0.190
C 1.690 -1.153 1.331
N 0.196 0.112 -0.267
C -1.172 -0.127 0.425
C -1.132 -1.501 1.218
C -1.309 1.115 1.350
O -2.102 -0.176 -0.552
H -0.447 2.225 -2.970
H -1.222 0.600 -2.735
H -1.390 1.748 -1.444
H 2.005 1.110 -2.680
H 3.386 -0.010 -0.558
H 1.514 -0.589 2.249
H 1.252 -2.086 1.320
H 2.806 -1.356 1.377
H -0.793 -2.310 0.392
H -2.056 -1.815 1.596
H -0.273 -1.670 1.836
H -1.070 0.856 2.415
H -0.702 1.904 1.070
H -2.297 1.506 1.374
H -1.958 -1.066 -0.844
*
```